(1)
DFT (ωB97M-V with the def2-TZVPD basis set) results for a molecular structure, C26H52Br2N8O4P2S.

```
95
C26H52Br2N8O4P2S ωB97M-V with the def2-TZVPD basis set
C -0.38360 0.52094 1.09710
C -0.42736 1.91091 1.76450
O -1.35984 2.80243 1.18214
C -1.01780 3.14003 -0.13413
C -2.16043 4.05981 -0.69854
O -3.32227 3.90843 0.07562
C -4.09814 2.81290 -0.38414
C -5.39221 2.76444 0.38777
C -5.81773 3.96272 1.06212
C -6.93218 4.05337 1.82733
C -7.71784 2.86843 1.96733
N -8.81572 2.76414 2.70236
S -9.30615 1.22333 2.54176
N -8.16306 0.67020 1.55715
C -7.31911 1.66049 1.29490
C -6.12238 1.61036 0.48136
C -5.78414 0.30438 -0.14195
Br -5.70206 -1.17677 1.08653
C -5.57120 0.07037 -1.43852
C -5.64852 1.13243 -2.49514
Br -5.16529 -1.67538 -2.10134
H -0.41008 -0.28616 1.82553
H 0.51158 0.46996 0.46962
H -1.21813 0.44978 0.39222
H 0.58433 2.33568 1.81153
H -0.73702 1.77025 2.80513
H -0.96895 2.26857 -0.80261
H -0.05615 3.66754 -0.19583
H -2.34086 3.77861 -1.74675
H -1.82550 5.09923 -0.72489
H -3.53696 1.88048 -0.22859
H -4.26607 2.98313 -1.45347
H -5.19269 4.84146 0.96983
H -7.18780 4.97597 2.33207
H -6.19711 2.00238 -2.13272
H -6.02501 0.76727 -3.44933
H -4.62448 1.47588 -2.68651
O 1.18039 -2.75487 -0.79797
P 0.39874 -4.04507 -0.86665
N 1.17599 -4.70533 -2.26032
C 0.59329 -5.53915 -3.28555
C 2.59553 -4.99689 -2.10285
N -1.15304 -3.31930 -1.21514
C -1.64753 -3.22514 -2.57955
C -1.35300 -2.02780 -0.56070
N -0.38628 -5.49237 -0.40175
C 0.44934 -6.47322 0.29361
C -1.70424 -5.97856 -0.74562
H 0.53155 -6.60007 -2.99351
H 1.20157 -5.48196 -4.19071
H -0.39726 -5.20883 -3.58374
H 2.76691 -5.92930 -1.54510
H 3.10213 -4.18996 -1.57176
H 3.08843 -5.09085 -3.07302
H -0.90644 -2.77917 -3.25799
H -2.54262 -2.59987 -2.61012
H -1.96887 -4.19519 -2.96371
H -0.86813 -1.20914 -1.10505
H -0.95621 -2.03715 0.45308
H -2.42276 -1.81364 -0.48633
H 0.82944 -7.23955 -0.39339
H -0.09937 -6.96634 1.09792
H 1.30909 -5.98581 0.75844
H -1.77423 -6.27360 -1.79658
H -2.47699 -5.24341 -0.53040
H -1.95272 -6.86158 -0.15257
O 2.96338 2.06637 0.65921
P 4.31137 1.94739 1.32748
N 5.04292 3.33805 0.61154
C 6.42790 3.51890 0.24351
C 4.43242 4.61450 0.96405
N 4.77893 0.45167 0.55274
C 5.62684 0.45434 -0.62887
C 3.65608 -0.46311 0.31676
N 5.51462 1.70921 2.51937
C 5.43196 2.58613 3.68942
C 6.71088 0.89815 2.47350
H 7.06643 3.79916 1.09687
H 6.50576 4.31416 -0.50077
H 6.85597 2.64032 -0.22918
H 4.73131 4.95305 1.96676
H 3.34398 4.54467 0.94415
H 4.70901 5.39381 0.25057
H 5.25178 1.13380 -1.40661
H 5.67034 -0.54778 -1.05937
H 6.66200 0.70087 -0.38647
H 3.08655 -0.20115 -0.58077
H 2.96755 -0.46496 1.16121
H 4.02929 -1.48315 0.20407
H 6.10344 3.44856 3.59573
H 5.67742 2.05041 4.60801
H 4.41583 2.96632 3.81454
H 7.46162 1.30813 1.79191
H 6.49415 -0.12887 2.18748
H 7.17551 0.84613 3.46072
```

Values from the calculation:
Net charge ... 0
2S+1 ... 1
Energy ... -217409.345 eV
Orbital gap ... 7.60 eV

Löwdin atomic charge list, values in e, 2 entries: atom 1 (C): -0.072, atom 2 (C): -0.249

=====

(2)
DFT (ωB97M-V with the def2-TZVPD basis set) results for a molecular structure, C26H52BrFNbO7.

```
88
C26H52BrFNbO7 ωB97M-V with the def2-TZVPD basis set
C 2.84111 3.39109 3.66335
C 2.30775 2.72388 2.78859
Nb 1.30798 1.54028 1.11342
C -0.58507 1.71250 2.37276
C -1.50705 0.48076 2.38447
C -0.93463 -0.77047 3.10086
C -1.35456 -2.03863 2.35637
C -2.87478 -2.18453 2.20657
C -3.36237 -1.92805 0.77875
O -4.67017 -1.30160 0.86717
C -4.87282 -0.35325 -0.04029
O -4.53786 -0.43748 -1.19289
C -5.58215 0.87187 0.43945
C -4.90036 2.06029 0.66124
C 0.33007 0.28763 -0.52253
C -0.88722 0.86243 -1.18129
O -1.22136 0.56699 -2.29812
F -1.68249 1.72426 -0.51613
C 3.42057 1.34906 0.24961
C 3.76775 0.06296 -0.53697
C 5.30044 0.04811 -0.80499
Br 3.37536 -1.60467 0.40738
O 0.91199 3.32439 0.20680
C 1.29752 3.43451 -1.13534
C 0.22386 4.07315 -2.00779
C 0.61562 4.15553 -3.48773
C 1.00709 2.81309 -4.09880
H 3.36904 4.08937 4.25141
H 1.68468 0.07753 2.09237
H -1.09605 2.60750 2.01272
H -0.33203 1.91657 3.41461
H -1.86152 0.17966 1.40232
H -2.40638 0.76328 2.94385
H -1.41822 -0.83390 4.07860
H 0.13029 -0.71946 3.29015
H -1.02129 -2.88349 2.96404
H -0.85838 -2.16620 1.39390
H -3.36918 -1.42950 2.81005
H -3.23984 -3.17203 2.47063
H -2.69421 -1.28504 0.21440
H -3.46545 -2.84679 0.20582
H -6.65348 0.85538 0.63266
H -4.58980 2.62703 -0.21195
H -4.63321 2.41533 1.64903
H 0.98659 -0.01513 -1.33104
H -0.00063 -0.63077 -0.03116
H 3.70914 2.18505 -0.39201
H 4.10965 1.36840 1.09805
H 3.31088 0.12413 -1.52028
H 5.59455 1.09362 -0.84803
H 5.54186 -0.40588 -1.76150
H 5.83587 -0.38848 0.03044
H 2.16294 4.10995 -1.17322
H 1.61928 2.50046 -1.61035
H 0.08062 5.09360 -1.64938
H -0.74578 3.58587 -1.93954
H -0.27512 4.49247 -4.02173
H 1.35930 4.93057 -3.65941
H 2.03040 2.57251 -3.80928
H 0.37818 1.99210 -3.76187
H 0.97658 2.81791 -5.18547
C -3.70454 -1.41859 -4.96222
C -3.75400 -2.80057 -4.33687
O -2.50894 -3.11893 -3.72303
H -2.90900 -1.36502 -5.70677
H -4.65382 -1.17178 -5.44279
H -3.48914 -0.66195 -4.20505
H -3.94846 -3.55761 -5.09692
H -4.54625 -2.85697 -3.58248
H -2.34291 -2.45450 -3.04647
C 9.11222 -2.02255 -2.47905
C 9.01058 -0.66689 -3.15496
O 8.49952 0.31477 -2.26036
H 8.13459 -2.33878 -2.11489
H 9.49253 -2.77836 -3.16893
H 9.77867 -1.97353 -1.61443
H 8.32992 -0.71387 -4.00352
H 9.99309 -0.34337 -3.51827
H 9.09899 0.37059 -1.51221
C -4.44325 -4.31280 5.82750
C -4.66684 -2.98324 6.52597
O -4.51285 -1.89709 5.62048
H -3.44617 -4.34678 5.38765
H -4.54923 -5.14624 6.52475
H -5.16008 -4.44636 5.01365
H -3.93811 -2.84359 7.32289
H -5.67048 -2.94364 6.96535
H -5.15950 -2.00808 4.91826
```

Values from the calculation:
Net charge ... -1
2S+1 ... 1
Energy ... -116439.893 eV
Orbital gap ... 6.47 eV

Löwdin atomic charge list, values in e, 2 entries: atom 1 (C): -0.094, atom 2 (C): -0.313

=====

> Which value of orbital gap does entry 2 give?

6.47 eV